# 1
Density functional theory data (ωB97M-V/def2-TZVPD) for C19H19F3IrN4O7 as an isolated structure.

ΔE to the lowest compared entry with this formula, charge and spin: 1.328 eV
⟨S²⟩: 0.76
HOMO-LUMO gap (spin up / spin down): 0.254 / 0.230 Eh
Multiplicity: 2
HOMO level (spin up / spin down): -7.75 / -7.74 eV

Structure (XYZ):
```
53
Properties=species:S:1:pos:R:3:forces:R:3:lowdin_spin:R:1
Ir -0.07253 -0.24911 0.35001 -1.5 2.3 -0.6 0.31
C -2.52975 -0.38851 0.89858 -0.2 -0.6 0.4 0.24
C -1.66489 -1.35332 1.54218 -0.1 -0.4 0.3 0.05
C -0.82777 -0.65620 2.46539 0.2 -0.5 0.2 0.05
C -1.10110 0.74228 2.31599 0.0 -0.1 0.0 0.17
C -2.09711 0.89141 1.30536 0.4 -0.1 -0.1 0.02
C -2.64735 2.17034 0.78946 0.0 0.0 -0.1 -0.01
C -0.51039 1.82955 3.14301 -0.1 0.0 0.0 0.03
C -0.01443 -1.28954 3.55091 0.1 0.1 0.0 0.00
C -1.80725 -2.83691 1.47564 0.0 0.0 -0.1 0.00
C -3.67038 -0.69615 -0.00079 0.0 0.1 0.0 0.04
H -3.73755 2.13438 0.77596 0.0 0.0 0.0 0.00
H -2.29773 2.31878 -0.23678 0.0 0.1 0.0 0.00
H -2.32827 3.02493 1.38032 0.0 0.0 0.0 0.00
H -1.06272 1.91123 4.08440 0.0 0.0 0.0 0.01
H -0.56030 2.79327 2.64010 0.0 0.0 0.0 0.00
H 0.52587 1.61503 3.38373 0.0 0.0 0.0 0.00
H 1.04709 -1.29342 3.30712 0.0 0.0 0.0 0.00
H -0.33881 -2.31288 3.73070 0.0 0.0 0.0 0.00
H -0.12833 -0.72725 4.47879 0.0 0.0 0.0 0.00
H -2.48304 -3.18254 2.26294 0.0 0.0 0.0 0.00
H -0.84475 -3.32562 1.61150 0.0 0.0 0.0 0.00
H -2.20734 -3.14460 0.51243 0.0 0.0 0.0 0.00
H -4.61056 -0.56901 0.54568 0.0 0.0 0.0 0.02
H -3.62321 -1.71572 -0.37316 0.0 0.0 0.0 0.00
H -3.70103 -0.01938 -0.85549 0.0 0.0 0.0 0.01
O -2.56562 0.29064 -5.29727 0.0 0.0 0.0 0.00
C -2.06638 0.21731 -4.21217 0.0 0.0 0.0 0.00
C -2.00541 -1.03227 -3.32014 0.0 0.1 -0.1 0.00
O -2.42575 -2.13213 -3.59128 -0.1 0.0 0.0 0.00
C -1.35609 -0.56762 -2.10217 0.2 0.0 0.0 0.00
C -0.98241 0.75829 -2.16055 -0.1 0.0 0.1 0.00
O -0.41470 1.33960 -1.14772 1.1 -0.4 0.1 0.00
C -1.39971 1.36451 -3.43413 0.0 0.0 0.0 0.00
O -1.28499 2.50710 -3.80144 0.0 0.0 0.0 0.00
O -1.10693 -1.28527 -1.03070 -0.4 -0.3 -0.3 0.03
N 4.66831 -1.06676 -3.96083 0.0 0.1 0.0 0.00
C 3.85770 -0.54555 -3.02471 -0.2 -0.3 0.0 0.00
N 3.85646 0.77052 -2.83153 -0.2 0.3 0.4 0.00
N 3.09446 -1.40977 -2.37669 0.4 -0.1 -0.1 0.01
C 2.23176 -1.10589 -1.47198 -0.4 -0.3 0.1 0.01
N 1.39119 -1.07862 -0.67375 0.6 0.0 0.1 0.00
H 5.23743 -0.49079 -4.55158 0.0 0.0 0.0 0.00
H 4.58725 -2.04815 -4.15667 0.0 0.0 0.0 0.00
H 4.49822 1.35781 -3.33337 0.0 0.1 0.1 0.00
H 3.37224 1.16359 -2.02448 0.1 -0.1 -0.1 0.00
F 3.10083 0.51348 3.50060 0.0 0.0 0.1 0.00
C 3.56448 1.05621 2.36890 0.0 0.1 -0.1 0.00
F 4.67204 0.38826 2.02027 0.0 0.0 0.0 0.00
F 3.91136 2.32195 2.63818 0.0 0.0 0.0 0.00
C 2.53920 1.01864 1.20551 0.1 0.5 -0.5 0.00
O 2.91664 1.44868 0.13240 0.1 -0.2 -0.2 0.00
O 1.40204 0.57519 1.55331 0.0 -0.3 0.3 0.02
```
Positions in Å, forces in eV/Å.

# 2
Density functional theory data (ωB97M-V/def2-TZVPD) for a 9-piece molecular cluster, C40H73BFIN12O5PS overall.

Total charge: +1
HOMO-LUMO gap: 0.317 Eh
HOMO level: -11.76 eV

Structure (XYZ):
```
135
Properties=species:S:1:pos:R:3:forces:R:3:lowdin_charge:R:1
C 6.51357 2.18944 1.84282 0.5 -0.3 -0.1 -0.11
C 7.41178 1.39788 0.87344 -0.1 0.4 -0.3 -0.26
C 6.69344 0.89330 -0.38056 0.0 -0.2 0.6 -0.23
C 5.73048 -0.26599 -0.10072 -0.1 0.2 -0.2 -0.21
C 5.30961 -1.01463 -1.38109 -0.1 0.2 0.3 -0.20
C 3.79058 -1.10073 -1.53648 0.2 0.2 -0.1 -0.22
C 3.34423 -1.96466 -2.71886 0.0 -0.3 0.1 -0.20
C 3.05576 -3.44627 -2.41863 -0.1 0.1 -0.2 -0.20
C 2.02321 -3.68081 -1.31666 -0.1 -0.3 -0.1 -0.21
C 0.58799 -3.69676 -1.84022 0.1 0.0 0.5 -0.21
C -0.40857 -3.68415 -0.68021 0.0 -0.4 -0.1 -0.20
C -1.88518 -3.77440 -1.12133 0.4 0.3 0.1 -0.07
C -2.72021 -2.48953 -1.01981 -0.7 -0.9 -0.3 -0.45
F -3.35742 -2.34715 -2.25670 0.2 0.4 0.0 -0.01
N -1.96214 -1.27643 -0.76073 -0.5 0.2 -0.4 0.08
C -1.27523 -0.72043 -1.97099 0.7 0.3 0.2 -0.09
C -1.98987 0.44750 -2.66162 0.2 0.0 -0.3 -0.13
C -1.23064 1.79135 -2.63398 -0.3 -0.2 -0.5 -0.16
C -0.64608 2.09603 -4.00099 0.2 0.1 0.0 -0.25
O 0.25756 1.05337 -4.30071 0.0 0.0 0.0 -0.20
C 0.63412 1.01249 -5.67101 -0.1 0.0 0.1 -0.08
C -2.68339 -0.49351 0.06400 -0.3 0.0 -0.1 -0.30
N -2.24301 0.56910 0.68539 0.4 0.0 -0.4 0.17
C -0.87636 1.10156 0.65141 -0.1 0.2 0.7 -0.12
C -0.26455 1.02136 2.04896 0.2 -0.1 -0.5 -0.06
C -1.00126 1.75156 3.14559 0.2 0.2 -0.5 -0.54
N -1.54789 2.99152 2.84669 -0.7 -0.5 0.1 0.17
O -1.04517 1.30301 4.25528 -0.1 -0.3 0.8 0.09
N -3.96340 -0.98342 0.29859 0.3 0.0 0.5 -0.07
P -5.33364 -0.01986 -0.00652 -1.1 0.5 -1.0 0.11
O -4.76783 1.37713 0.51973 0.1 0.0 0.2 -0.21
O -6.46535 -0.41445 1.01732 0.5 -0.7 0.4 -0.19
S -6.02596 0.10174 -1.78212 0.2 -0.1 0.1 0.37
C -3.83914 -2.46450 0.04529 0.4 -0.4 0.7 -0.62
I -5.58636 -3.53711 -0.51839 0.0 0.1 -0.3 1.15
B -3.46332 -2.98024 1.55061 0.1 -0.3 0.1 -0.59
C -2.00473 -3.17954 2.08090 -0.3 0.3 0.1 0.04
O -4.51976 -3.22756 2.38585 -0.5 1.1 -0.5 0.09
H 6.88542 2.05295 2.85811 -0.3 0.0 0.1 0.07
H 6.56996 3.25083 1.61149 -0.2 0.0 0.0 0.03
H 5.47552 1.86705 1.76390 0.0 0.0 0.2 0.06
H 8.19710 2.07610 0.53046 0.2 -0.1 0.1 0.10
H 7.89930 0.56520 1.38500 0.0 0.0 0.0 0.10
H 7.44564 0.55660 -1.09684 0.0 0.1 -0.1 0.11
H 6.13251 1.73550 -0.79278 0.1 -0.1 -0.3 0.08
H 4.82988 0.14771 0.36610 0.0 -0.1 0.1 0.09
H 6.18289 -0.94788 0.62392 0.0 -0.1 0.0 0.11
H 5.70959 -0.46103 -2.23406 0.0 -0.2 -0.1 0.11
H 5.73198 -2.02004 -1.38893 0.1 0.0 -0.1 0.08
H 3.42730 -0.07811 -1.68945 -0.1 0.0 0.1 0.11
H 3.37525 -1.44561 -0.58648 -0.1 0.0 0.0 0.09
H 2.45552 -1.53492 -3.19293 0.0 0.1 0.0 0.09
H 4.14573 -1.93904 -3.46215 -0.1 0.1 -0.1 0.11
H 2.64549 -3.86975 -3.34308 0.1 -0.1 0.0 0.11
H 3.97343 -4.00471 -2.23228 0.0 0.2 0.2 0.06
H 2.21821 -4.64485 -0.83736 0.0 0.0 0.0 0.12
H 2.09709 -2.93377 -0.52310 0.1 0.0 0.0 0.09
H 0.44179 -4.61836 -2.40845 -0.1 0.2 -0.3 0.13
H 0.42660 -2.83110 -2.48605 0.0 -0.1 -0.2 0.10
H -0.17807 -4.55480 -0.06134 0.0 0.1 0.1 0.12
H -0.22259 -2.81257 -0.05521 0.0 0.0 0.0 0.09
H -1.90054 -4.04974 -2.17535 -0.1 -0.1 0.0 0.13
H -2.39947 -4.57580 -0.58926 -0.1 0.1 0.0 0.12
H -1.17393 -1.54894 -2.66170 -0.1 -0.1 0.1 0.12
H -0.25244 -0.44018 -1.71746 0.0 -0.1 0.0 0.12
H -3.02373 0.55369 -2.32837 0.0 -0.1 0.1 0.08
H -2.04811 0.16036 -3.71226 -0.2 0.0 0.0 0.12
H -0.38312 1.75633 -1.94960 -0.1 0.2 0.2 0.10
H -1.91466 2.60463 -2.38323 0.2 0.1 0.3 0.12
H -1.43186 2.17497 -4.76327 -0.1 -0.1 0.0 0.13
H -0.11662 3.05717 -3.98194 0.0 0.0 0.0 0.13
H 0.71607 2.02158 -6.08188 0.1 0.0 0.0 0.09
H -0.10350 0.44873 -6.24899 0.0 0.0 -0.1 0.09
H 1.59891 0.51471 -5.73580 0.0 0.0 0.0 0.09
H -2.90939 1.06230 1.26321 -0.2 -0.1 -0.1 0.13
H -0.26446 0.52711 -0.02971 -0.1 0.0 -0.1 0.11
H -0.92347 2.13995 0.32264 0.1 -0.1 -0.3 0.12
H -0.15998 -0.02303 2.34030 0.0 0.0 0.2 0.13
H 0.74588 1.43631 1.99698 0.0 0.0 0.0 0.14
H -2.00302 3.05152 1.94531 0.3 0.3 -0.1 0.08
H -2.20486 3.22236 3.58685 0.2 0.3 0.0 0.12
H -5.39434 2.04836 0.18808 0.1 0.3 0.3 0.02
H -6.15704 -0.77273 1.86491 -0.2 0.1 0.1 0.09
H -1.30261 -2.41572 1.75007 0.2 -0.1 0.0 0.05
H -2.00727 -3.24082 3.16948 0.1 0.1 0.0 0.08
H -1.65015 -4.14707 1.71551 0.1 0.0 -0.1 0.09
H -4.51987 -2.72479 3.20818 0.3 -0.7 0.3 0.12
C -9.43411 -1.37232 2.06592 0.0 0.0 -0.2 -0.08
C -10.86694 -1.58977 1.92725 -0.1 0.0 0.0 -0.28
N -11.99876 -1.74602 1.81952 0.0 0.0 0.0 0.13
H -8.92858 -2.33001 2.18414 0.0 0.0 0.0 0.09
H -9.05072 -0.87489 1.17607 0.0 -0.1 0.0 0.07
H -9.22237 -0.74760 2.92848 -0.1 -0.1 0.0 0.02
C 5.65171 6.58106 0.63995 0.0 0.0 0.0 -0.06
C 5.80094 5.33769 -0.10356 0.0 -0.1 -0.1 -0.27
N 5.91981 4.35274 -0.68062 -0.1 0.1 0.0 0.16
H 4.62721 6.68164 0.99239 0.0 0.0 0.0 0.08
H 6.32447 6.58126 1.49558 0.0 0.0 0.0 0.09
H 5.89258 7.42632 -0.00156 0.0 0.0 0.0 0.08
C 8.33716 -5.20119 -0.34243 0.1 0.0 0.0 -0.06
C 7.16667 -4.81833 -1.11799 0.0 0.1 -0.1 -0.26
N 6.26026 -4.49850 -1.74592 0.1 -0.1 0.1 0.15
H 8.23335 -4.84735 0.68135 0.0 0.0 0.0 0.09
H 8.43992 -6.28462 -0.33719 0.0 0.0 0.0 0.08
H 9.22555 -4.75347 -0.78640 0.0 0.0 0.0 0.07
C 9.33293 -4.62315 -4.88886 0.0 0.0 -0.1 -0.07
C 9.70000 -3.64930 -3.87007 0.0 0.0 0.1 -0.29
N 9.98384 -2.88270 -3.06476 0.0 -0.1 0.1 0.13
H 8.31320 -4.43967 -5.22145 0.0 0.0 0.0 0.08
H 10.00807 -4.54026 -5.73822 0.0 0.0 0.0 0.08
H 9.39754 -5.62957 -4.48004 0.0 0.0 0.0 0.08
C -9.19142 2.60576 4.11637 0.0 0.1 0.0 -0.05
C -8.52116 1.32837 4.30671 0.1 -0.1 0.1 -0.27
N -8.00803 0.31185 4.45741 0.2 0.2 0.0 0.13
H -9.50034 3.00567 5.08008 0.0 0.0 0.0 0.09
H -8.51422 3.30691 3.63170 0.0 0.0 0.0 0.07
H -10.07083 2.46740 3.48949 0.0 0.0 0.0 0.09
C -7.29546 4.11344 -1.66740 0.0 0.0 -0.1 -0.05
C -7.07859 3.81898 -0.25824 -0.1 0.0 0.1 -0.26
N -6.91498 3.58915 0.85732 0.2 -0.1 -0.2 0.15
H -6.35342 4.39677 -2.13293 0.0 0.0 0.0 0.09
H -7.69225 3.23309 -2.17003 0.0 0.0 0.0 0.08
H -8.00235 4.93503 -1.76571 0.0 0.0 0.0 0.09
C 0.68789 0.35867 6.77391 0.0 0.0 0.1 -0.08
C 1.19468 -0.90475 7.29281 0.0 -0.1 0.1 -0.29
N 1.58259 -1.90495 7.70050 0.0 0.0 -0.1 0.12
H 0.23465 0.93541 7.57796 0.0 0.0 0.0 0.09
H 1.50416 0.93438 6.34129 0.0 0.0 0.0 0.08
H -0.05738 0.17094 6.00723 0.0 0.0 0.0 0.05
C -2.74804 6.25512 2.03343 0.0 -0.1 0.0 -0.09
C -2.52831 7.68445 1.86427 0.0 0.1 0.0 -0.28
N -2.35390 8.81012 1.73128 0.0 0.0 0.0 0.14
H -3.02537 5.81192 1.07758 0.0 0.0 0.0 0.07
H -1.83723 5.78365 2.40025 0.0 0.0 0.0 0.06
H -3.55231 6.08786 2.74839 0.0 0.0 0.0 0.08
```
Positions in Å, forces in eV/Å.

# 3
Density functional theory data (ωB97M-V/def2-TZVPD) for a 2-piece molecular cluster, C3H5ClS overall.

ΔE to the lowest compared entry with this formula, charge and spin: 3.900 eV
HOMO-LUMO gap: 0.327 Eh
HOMO level: -9.32 eV

Structure (XYZ):
```
10
Properties=species:S:1:pos:R:3:forces:R:3:lowdin_charge:R:1
C -0.48820 1.81817 -0.65846 0.9 -1.1 -0.7 -0.06
C -1.62188 1.19484 -0.77820 -0.2 0.4 1.0 -0.69
C 0.87385 -1.79029 0.83601 0.5 -0.2 0.8 -0.50
S 2.15315 -2.55634 0.25271 1.3 -0.8 -0.1 0.63
Cl -3.14137 1.90953 -0.66852 -1.5 1.3 -0.4 0.63
H -0.44006 2.84186 -0.77973 0.1 2.1 0.1 0.03
H 0.43475 1.27302 -0.61149 0.2 -0.3 0.1 0.05
H 0.73645 -1.67997 1.92430 0.1 -0.1 -0.3 -0.05
H -1.80975 0.19829 -0.62185 0.5 -2.5 -0.1 0.01
H 3.30305 -3.20911 1.10521 -2.0 1.1 -0.4 -0.06
```
Positions in Å, forces in eV/Å.

# 4
Density functional theory data (ωB97M-V/def2-TZVPD) for C18H27N3O4S2 in the gas phase.

ΔE to the lowest compared entry with this formula, charge and spin: 0.000 eV
HOMO-LUMO gap: 0.314 Eh
SMILES string: CCC[C@@H](C)NC(=S)NC(=O)c1cc(S(=O)(=O)N2CCOCC2)ccc1C
HOMO level: -8.60 eV

Structure (XYZ):
```
54
Properties=species:S:1:pos:R:3:forces:R:3:lowdin_charge:R:1
C 5.92267 -2.89085 5.69400 0.1 0.0 -0.2 -0.11
C 5.89858 -2.78084 4.17420 -0.3 0.0 0.1 -0.26
C 4.58089 -2.18574 3.68275 0.3 0.1 -0.2 -0.18
C 4.55186 -1.95019 2.17020 0.3 -0.2 0.1 -0.40
C 4.53600 -3.24961 1.36710 0.1 0.3 0.0 -0.03
N 3.36955 -1.17731 1.84958 -0.6 0.1 0.0 0.05
C 3.34760 -0.14016 1.02258 0.2 -0.1 0.1 -0.83
S 4.65334 0.52362 0.26273 0.5 0.3 -0.3 0.65
N 2.11389 0.46186 0.77914 -0.2 0.0 0.0 0.09
C 0.88820 0.11147 1.27265 0.0 0.1 -0.1 -0.40
O 0.71055 -0.82845 2.02239 -0.2 -0.1 0.1 0.10
C -0.23292 0.95419 0.75897 -0.4 0.1 0.0 -0.08
C -1.34360 0.26961 0.26891 0.0 -0.1 0.0 0.02
C -2.41008 0.97092 -0.24721 -0.3 -0.4 -0.2 -0.26
S -3.82648 0.10925 -0.92075 0.3 0.3 -0.3 0.68
O -5.02390 0.76162 -0.48584 0.0 0.2 -0.1 -0.28
O -3.68241 -1.29916 -0.68897 0.3 0.0 0.0 -0.27
N -3.62621 0.47521 -2.55682 -0.1 0.0 1.0 -0.24
C -4.85308 0.38365 -3.32929 -0.5 0.1 -0.3 -0.17
C -4.56889 0.90550 -4.73752 -0.2 0.0 0.3 -0.18
O -3.53404 0.16948 -5.34868 -0.1 -0.1 -0.2 -0.13
C -2.34976 0.23144 -4.59373 0.2 0.0 0.3 -0.19
C -2.56434 -0.29477 -3.17183 0.4 -0.2 -0.4 -0.18
C -2.40796 2.35292 -0.26674 0.0 0.2 0.1 -0.03
C -1.32351 3.03225 0.25548 -0.1 -0.1 -0.1 -0.01
C -0.22265 2.35363 0.77540 0.0 -0.2 0.0 -0.20
C 0.90489 3.14728 1.36471 0.0 0.1 0.0 -0.03
H 6.86239 -3.32212 6.02986 0.1 0.0 0.1 0.07
H 5.11023 -3.52404 6.04368 -0.1 -0.1 0.1 0.07
H 5.81286 -1.90997 6.15100 0.0 0.1 0.1 0.07
H 6.72478 -2.14895 3.84185 0.0 0.0 -0.1 0.11
H 6.04122 -3.77277 3.74347 0.1 0.0 -0.1 0.10
H 4.42217 -1.22652 4.18176 -0.1 0.0 0.0 0.12
H 3.75552 -2.84636 3.95897 -0.1 0.0 0.1 0.12
H 5.41676 -1.34803 1.87100 -0.2 -0.1 0.1 0.09
H 4.46701 -3.02576 0.30511 0.0 0.0 -0.1 0.08
H 5.44791 -3.81241 1.53845 0.1 -0.1 0.0 0.07
H 3.68308 -3.86159 1.65276 -0.1 -0.1 0.0 0.08
H 2.47329 -1.49444 2.21566 0.1 0.1 -0.1 0.13
H 2.17427 1.23600 0.13010 0.0 -0.2 0.1 0.11
H -1.37787 -0.80868 0.29355 0.1 -0.1 0.0 0.13
H -5.60581 0.98601 -2.82218 -0.1 0.0 -0.2 0.12
H -5.19907 -0.65824 -3.38590 0.0 0.1 0.0 0.14
H -5.44485 0.78852 -5.37664 0.0 0.1 0.1 0.13
H -4.28899 1.96788 -4.68189 -0.1 -0.1 0.0 0.13
H -1.61663 -0.37874 -5.12334 0.0 0.1 0.1 0.13
H -1.99446 1.27201 -4.53885 0.0 -0.1 0.0 0.13
H -1.65982 -0.16603 -2.57479 0.1 -0.1 -0.1 0.12
H -2.82616 -1.36168 -3.19881 0.1 0.1 0.0 0.13
H -3.26505 2.86965 -0.66653 -0.1 0.2 -0.1 0.12
H -1.32498 4.11211 0.27076 0.0 0.1 0.0 0.12
H 0.51864 4.05963 1.81340 0.0 0.0 0.0 0.09
H 1.61618 3.44289 0.59226 0.1 0.0 0.0 0.09
H 1.43785 2.58609 2.12743 0.1 0.1 0.0 0.09
```
Positions in Å, forces in eV/Å.